(1)
ORCA calculation (ωB97M-V/def2-TZVPD) on a single C5H8O molecule in a non-equilibrium geometry.

Structure (XYZ):
```
14
Properties=species:S:1:pos:R:3:forces:R:3
O -0.34687 1.33169 1.63226 -0.3 0.3 -0.4
C -0.17358 1.06852 0.45227 -0.8 0.0 -0.1
C -1.13318 0.15331 -0.33861 -0.8 0.5 0.0
C -0.65817 -1.23518 0.05463 0.4 0.7 0.0
C 0.83529 -0.79522 0.18041 0.9 0.3 -0.1
C 1.07347 1.21803 -0.24782 -0.1 -1.0 0.2
H -2.12144 0.43343 -0.02615 -0.8 -0.2 -0.3
H -0.95677 0.24800 -1.41709 -0.4 0.4 0.2
H -1.12957 -1.58940 0.98805 0.6 0.4 -0.2
H -0.85969 -2.02760 -0.69426 0.4 0.6 0.2
H 1.46236 -1.18862 -0.59835 0.5 -0.3 0.1
H 1.17504 -0.85986 1.20640 0.5 0.0 -0.2
H 1.73974 2.02085 0.14348 0.1 -1.5 0.4
H 1.09335 1.22205 -1.33523 -0.3 -0.2 0.2
```
Forces are in eV/Å.

---

(2)
14
Properties=species:S:1:pos:R:3:forces:R:3 method="wB97M-V/def2-TZVPD" smiles="C=CCOC=C"
C -0.87184 -0.53269 -1.35072 0.1 0.1 -0.1
C 0.14920 0.31451 -1.43502 -0.2 -0.1 0.0
C 1.40252 0.21218 -0.59729 0.1 0.1 -0.3
O 1.15728 -0.14273 0.76399 -0.1 -0.1 0.1
C 0.02832 0.39964 1.30713 -0.3 -0.1 0.1
C -0.82498 -0.35620 1.98365 0.1 0.1 0.0
H -0.84541 -1.39998 -0.69580 0.0 0.2 -0.1
H -1.79482 -0.36328 -1.89764 0.2 -0.1 0.0
H 0.06848 1.19130 -2.07450 0.0 -0.1 0.0
H 2.06263 -0.57993 -0.96668 -0.1 0.2 0.0
H 1.96388 1.15632 -0.64584 -0.1 -0.1 0.1
H -0.13073 1.46546 1.12514 0.0 -0.2 0.0
H -0.62844 -1.41967 2.08356 -0.1 0.1 0.0
H -1.73609 0.05507 2.40003 0.2 0.0 0.1

---

(3)
ORCA calculation (ωB97M-V/def2-TZVPD) on a molecular structure, C5H8O in a non-equilibrium geometry.

Structure (XYZ):
```
14
Properties=species:S:1:pos:R:3:forces:R:3
C 1.57702 -0.25448 0.36381 0.0 -0.1 0.1
C 0.61527 0.59428 -0.40888 0.2 0.4 0.6
C -1.00557 0.11592 -1.02091 0.7 -0.3 0.0
C -1.47458 -0.80928 0.10461 0.1 -0.3 -0.2
O -1.13601 0.14538 1.13767 -0.1 0.1 0.1
C -0.65926 1.03819 0.14038 0.3 0.5 0.2
H 1.05987 -1.04682 0.90623 0.1 0.1 0.0
H 2.05752 0.39277 1.10572 0.0 -0.2 0.0
H 2.35570 -0.69722 -0.26537 -0.2 0.1 0.0
H 1.04237 1.31639 -1.11044 -0.2 -0.3 0.0
H -0.00055 -0.14349 -1.54874 -1.0 -0.1 -0.8
H -0.97601 -1.77957 0.20950 0.0 0.1 0.1
H -2.56311 -0.96056 0.10480 0.3 0.0 -0.2
H -0.89266 2.08848 0.28163 -0.1 0.0 0.0
```
Forces are in eV/Å.

---

(4)
ORCA calculation (ωB97M-V/def2-TZVPD) on a single C5H8O molecule.

Structure (XYZ):
```
14
Properties=species:S:1:pos:R:3:forces:R:3
C -1.03022 -0.68397 -0.53338 -0.2 -0.2 -0.1
C 0.19968 0.05891 -0.97787 0.1 0.0 -0.1
C -0.97175 0.81819 -0.43412 -0.1 0.1 -0.1
C 0.34297 0.27948 2.01005 0.3 -0.4 0.0
O 0.91996 -0.57247 1.20521 -0.2 0.3 0.2
C 1.40551 -0.04637 -0.04879 0.1 0.0 -0.2
H -1.71269 -1.07363 -1.27782 0.2 0.0 -0.1
H -0.91844 -1.32788 0.33230 -0.2 0.2 -0.1
H 0.43541 0.11427 -2.03751 0.0 0.0 0.2
H -1.62672 1.34976 -1.11335 0.2 0.0 -0.1
H -0.79800 1.34349 0.50510 -0.2 -0.3 -0.1
H -0.26570 -0.40845 2.65293 0.4 0.2 0.2
H 2.13665 -0.77385 -0.41024 -0.1 0.1 0.0
H 1.88333 0.92251 0.12748 -0.1 -0.1 0.0
```
Forces are in eV/Å.

---

Across the entries above, energy relative to the best compared isomer or geometry (same formula, charge and spin) takes the values 2.999, 2.190, 4.754, 4.416 eV, respectively.
Across the entries above, energy takes the values -7359.256, -7360.065, -7357.501, -7357.839 eV, respectively.